This record from OMol25 describes one molecule with the formula C15H22Cl2N2. The level of theory is the ωB97M-V functional and the def2-TZVPD basis.

- SMILES: CN(CCc1ccc(Cl)c(Cl)c1)CCN1CCCC1

Element x y z (Å)
C -1.776 -3.418 0.071
N -1.923 -2.047 0.511
C -0.673 -1.326 0.572
C 0.001 -1.002 -0.786
C 1.282 -0.272 -0.547
C 1.300 1.113 -0.413
C 2.476 1.786 -0.143
C 3.661 1.082 0.002
Cl 5.128 1.926 0.335
C 3.656 -0.303 -0.126
Cl 5.120 -1.199 0.050
C 2.474 -0.970 -0.396
C -3.002 -1.381 -0.198
C -3.340 -0.009 0.388
N -4.540 0.524 -0.216
C -5.777 -0.168 0.147
C -6.854 0.916 0.294
C -6.205 2.153 -0.325
C -4.740 1.943 0.027
H -0.968 -3.888 0.629
H -2.700 -3.956 0.283
H -1.566 -3.513 -1.004
H -0.842 -0.391 1.111
H 0.020 -1.926 1.169
H 0.192 -1.933 -1.321
H -0.675 -0.386 -1.380
H 0.384 1.672 -0.528
H 2.485 2.860 -0.045
H 2.489 -2.045 -0.493
H -3.881 -2.022 -0.099
H -2.799 -1.269 -1.276
H -2.535 0.697 0.171
H -3.429 -0.104 1.486
H -5.662 -0.737 1.079
H -6.031 -0.872 -0.652
H -7.785 0.642 -0.199
H -7.066 1.097 1.349
H -6.605 3.085 0.068
H -6.325 2.140 -1.408
H -4.558 2.214 1.083
H -4.060 2.524 -0.601

***

This record from OMol25 describes one molecule with the formula C15H22N2O2. The level of theory is the ωB97M-V functional and the def2-TZVPD basis.

- SMILES: [H]/N=C(\NO)[C@H](C)Oc1ccccc1C1CCCCC1
- Relative energy (zero: lowest compared OMol25 entry of this formula, charge and spin): 3.092 eV

Element x y z (Å)
H 1.486 1.844 5.154
N 0.750 2.018 4.491
C 1.030 1.638 3.297
N 2.248 1.023 3.094
O 3.292 1.002 4.064
C 0.077 1.742 2.124
C -1.395 1.567 2.539
O 0.525 0.852 1.086
C 0.089 -0.475 1.025
C -0.011 -1.228 2.195
C -0.456 -2.528 2.120
C -0.776 -3.138 0.928
C -0.692 -2.362 -0.276
C -0.300 -1.017 -0.226
C -0.191 -0.197 -1.520
C 0.873 -0.773 -2.440
C 1.017 0.081 -3.726
C -0.333 0.208 -4.422
C -1.438 0.706 -3.515
C -1.539 -0.086 -2.218
H 2.286 0.447 2.250
H 4.009 1.677 3.917
H 0.151 2.715 1.679
H -1.518 0.740 3.255
H -1.994 1.365 1.644
H -1.817 2.485 2.983
H 0.236 -0.823 3.166
H -0.543 -3.106 3.044
H -1.076 -4.181 0.887
H -0.952 -2.847 -1.214
H 0.142 0.834 -1.286
H 0.662 -1.811 -2.766
H 1.841 -0.836 -1.922
H 1.742 -0.371 -4.423
H 1.386 1.100 -3.468
H -0.648 -0.746 -4.837
H -0.274 0.831 -5.291
H -2.405 0.625 -4.058
H -1.307 1.765 -3.337
H -2.242 0.357 -1.526
H -1.936 -1.097 -2.470

***

Highest occupied orbital energy readings, ordered: -8.4, -8.8 eV
Maximum force readings, ordered: 0.5, 3.8 eV Å⁻¹
Electronic energy readings, ordered: -1614.6530, -844.6879 hartree